# 1
C45H47As2CaN7O4PS | ωB97M-V with the def2-TZVPD basis set

The geometry in XYZ format:
```
108
Properties=species:S:1:pos:R:3:forces:R:3
Ca 0.228 0.129 -0.059 -0.696 -0.032 -0.280
O -0.737 -2.651 1.204 -0.005 0.053 -0.163
N 0.012 -2.357 0.052 0.257 0.157 0.033
C 0.351 -3.425 -0.545 -0.041 -0.296 0.010
C 1.184 -3.628 -1.748 -0.013 0.113 0.002
C 1.662 -4.936 -1.854 -0.022 -0.083 0.064
C 2.505 -5.326 -2.877 0.050 0.012 -0.085
C 2.881 -4.403 -3.840 -0.032 -0.020 0.079
C 2.395 -3.107 -3.765 -0.029 0.016 0.054
C 1.549 -2.698 -2.736 0.038 0.058 -0.077
P 0.852 -1.003 -2.787 0.098 0.114 0.296
C -0.440 -1.167 -4.058 -0.101 0.050 0.136
C -1.761 -1.126 -3.616 0.013 -0.051 -0.065
C -2.811 -1.308 -4.507 0.030 0.022 -0.010
C -2.543 -1.513 -5.852 0.031 0.004 0.024
C -1.228 -1.542 -6.303 -0.002 0.010 0.003
C -0.181 -1.374 -5.411 -0.026 -0.063 -0.078
C 2.161 0.001 -3.563 -0.076 0.047 -0.098
C 3.464 -0.058 -3.068 0.010 -0.004 0.023
C 4.438 0.796 -3.564 -0.005 -0.030 0.010
C 4.121 1.725 -4.547 -0.026 0.022 -0.007
C 2.821 1.807 -5.026 0.026 0.009 0.010
C 1.845 0.952 -4.534 0.000 -0.037 0.016
H -0.377 -2.029 1.884 -0.009 -0.004 0.086
H 0.038 -4.352 -0.062 -0.012 0.019 -0.011
H 1.374 -5.662 -1.104 -0.002 0.012 -0.004
H 2.864 -6.345 -2.919 0.006 0.001 -0.010
H 3.540 -4.689 -4.649 0.001 0.005 -0.006
H 2.688 -2.388 -4.518 0.012 0.005 -0.033
H -1.960 -0.958 -2.563 -0.010 0.004 0.009
H -3.833 -1.288 -4.154 -0.009 -0.001 -0.004
H -3.355 -1.647 -6.554 -0.009 -0.007 0.006
H -1.020 -1.699 -7.353 0.004 0.001 -0.001
H 0.839 -1.393 -5.774 -0.006 -0.025 0.008
H 3.716 -0.765 -2.287 0.003 -0.004 0.010
H 5.448 0.737 -3.180 -0.001 -0.009 0.006
H 4.884 2.386 -4.935 -0.001 0.001 -0.003
H 2.565 2.540 -5.781 -0.008 0.000 0.002
H 0.834 1.019 -4.917 0.024 0.048 0.007
N 7.807 2.566 3.260 -0.028 0.030 -0.077
C 6.662 2.067 2.704 0.002 -0.021 0.015
C 5.506 2.861 2.625 -0.012 0.006 -0.002
C 4.362 2.367 2.039 0.122 -0.072 0.031
C 4.361 1.076 1.522 0.055 0.023 -0.054
C 5.490 0.272 1.593 0.001 0.104 0.037
C 6.635 0.768 2.178 0.034 0.001 0.008
S 2.904 0.455 0.827 -0.072 -0.097 0.484
O 3.153 -0.822 0.192 0.255 -0.138 -0.110
O 2.355 1.467 -0.093 -0.085 0.003 -0.083
N 1.717 0.314 1.875 -0.218 -0.113 -0.175
C 1.748 -0.567 2.927 0.183 0.116 -0.043
N 2.855 -0.698 3.662 0.129 0.043 -0.011
C 2.783 -1.467 4.736 0.065 -0.008 0.032
C 1.621 -2.118 5.124 -0.016 0.017 -0.043
C 0.548 -1.970 4.272 -0.028 -0.026 0.007
N 0.599 -1.218 3.172 -0.187 -0.003 -0.047
H 7.772 3.424 3.778 0.019 -0.009 0.030
H 8.571 1.947 3.458 0.007 0.002 0.033
H 5.521 3.866 3.028 -0.001 0.001 -0.002
H 3.469 2.975 1.981 -0.005 0.016 0.004
H 5.458 -0.731 1.193 0.006 -0.013 0.001
H 7.525 0.154 2.236 -0.005 -0.005 -0.007
H 3.698 -1.563 5.311 -0.014 -0.016 0.016
H 1.568 -2.727 6.012 0.007 -0.001 0.007
H -0.390 -2.486 4.451 0.002 -0.004 0.019
C -4.288 -1.226 -0.950 0.036 -0.056 -0.078
As -3.007 -0.362 0.238 -0.078 0.006 0.118
C -3.506 -1.281 1.889 0.087 0.042 0.054
C -3.933 1.334 0.578 0.003 0.044 0.003
C -5.273 1.515 0.240 0.032 -0.008 0.014
C -5.916 2.718 0.495 0.035 -0.001 0.007
C -5.227 3.758 1.102 -0.007 -0.018 -0.008
C -3.895 3.589 1.447 -0.016 -0.011 -0.011
C -3.240 2.389 1.187 0.012 -0.078 -0.055
As -1.356 2.167 1.621 0.147 0.025 0.040
C -0.693 3.975 1.313 0.052 -0.001 -0.015
C -1.401 2.138 3.566 0.044 -0.025 0.034
H -5.241 -1.403 -0.456 -0.009 0.007 0.003
H -3.864 -2.184 -1.252 -0.028 -0.006 -0.022
H -4.443 -0.616 -1.840 -0.018 -0.025 -0.012
H -4.570 -1.163 2.088 -0.001 0.029 -0.018
H -2.931 -0.852 2.711 -0.027 -0.027 0.024
H -3.249 -2.334 1.798 0.001 0.002 -0.014
H -5.830 0.715 -0.229 -0.014 0.008 -0.004
H -6.956 2.840 0.222 -0.003 0.004 0.001
H -5.723 4.698 1.306 -0.008 -0.002 -0.001
H -3.361 4.405 1.919 -0.013 0.016 0.003
H -1.082 4.692 2.033 -0.020 -0.018 0.016
H -0.968 4.287 0.306 0.010 0.001 -0.017
H 0.395 3.949 1.388 -0.006 0.027 0.005
H -1.934 2.997 3.970 -0.012 0.009 -0.027
H -0.370 2.140 3.920 -0.014 0.005 0.027
H -1.881 1.219 3.902 -0.002 0.009 0.005
N 2.544 4.155 -2.346 0.087 0.011 -0.022
C 1.469 4.373 -3.142 0.000 0.021 -0.023
O 1.478 5.166 -4.062 -0.006 -0.005 0.025
C 0.218 3.601 -2.824 0.006 0.043 -0.075
C -0.977 3.963 -3.426 -0.063 -0.014 -0.042
C -2.114 3.219 -3.153 0.018 0.010 -0.004
C -2.018 2.138 -2.292 -0.006 -0.013 0.086
N -0.874 1.778 -1.705 0.249 0.119 -0.048
C 0.215 2.507 -1.984 -0.042 -0.155 0.071
H 3.401 4.596 -2.635 -0.004 -0.007 0.017
H 2.613 3.394 -1.690 -0.027 0.009 0.003
H -0.988 4.809 -4.101 -0.009 0.002 0.005
H -3.067 3.464 -3.600 0.004 0.009 -0.005
H -2.892 1.543 -2.056 0.016 0.007 -0.008
H 1.134 2.176 -1.516 -0.082 0.056 -0.081
```
Positions in Å, forces in eV/Å.

HOMO-LUMO gap ... 7.97 eV
F_max ... 0.8 eV Å⁻¹
Lowest unoccupied orbital energy ... -2.21 eV
E_tot ... -8315.8946 Eh
ΔE to the lowest compared entry with this formula, charge and spin ... 0.0 kJ/mol
Net charge ... +1

Here are the Mulliken charges for atoms 1 to 5, given in e: 1.959, -0.461, 0.260, -1.120, 0.728



# 2
C2H5NO | ωB97M-V with the def2-TZVPD basis set

The geometry in XYZ format:
```
9
Properties=species:S:1:pos:R:3:forces:R:3
C 2.053 -0.117 0.067 -4.451 -3.495 0.746
N 0.837 0.317 -0.099 3.500 1.579 -0.116
O -0.091 -0.625 -0.078 -3.358 -0.421 0.621
C -1.454 0.012 0.035 -0.660 -2.984 3.289
H 2.881 0.461 0.106 2.001 2.348 -0.201
H 2.203 -1.201 0.367 -0.225 1.121 -0.658
H -2.261 -0.821 0.253 2.118 0.996 -0.528
H -1.805 0.441 -0.833 0.002 1.259 -2.097
H -1.627 0.670 0.936 1.074 -0.403 -1.056
```
Positions in Å, forces in eV/Å.

HOMO-LUMO gap ... 10.71 eV
F_max ... 5.7 eV Å⁻¹
Lowest unoccupied orbital energy ... 1.18 eV
E_tot ... -209.0851 Eh
SMILES string ... C=NOC
ΔE to the lowest compared entry with this formula, charge and spin ... 360.2 kJ/mol

Here are the natural (NBO) charges for atoms 1 to 5, given in e: -0.165, -0.111, -0.377, -0.259, 0.184



# 3
C35H44BrCl2N7O2PbSi2 | ωB97M-V with the def2-TZVPD basis set

The geometry in XYZ format:
```
94
Properties=species:S:1:pos:R:3:forces:R:3
Pb 0.583 0.765 -1.554 -0.512 0.596 1.594
Cl -0.134 4.126 -5.307 0.302 -0.011 0.035
C -1.259 2.896 -4.934 -1.415 -1.786 0.962
C -2.403 2.734 -5.717 -0.867 -0.143 -0.727
C -3.393 1.769 -5.442 1.115 2.278 -1.906
Cl -4.611 1.447 -6.635 -0.208 0.244 -0.095
C -3.293 0.972 -4.351 0.839 -0.956 2.093
C -4.158 -0.080 -4.044 -2.002 -0.813 -0.110
C -3.872 -0.999 -3.068 -0.854 0.219 -0.158
C -2.777 -0.768 -2.247 1.485 0.794 0.007
N -1.897 0.202 -2.477 -1.267 0.314 -0.021
C -2.169 1.095 -3.486 1.864 -0.478 -0.942
C -1.063 1.970 -3.857 0.201 1.555 -0.165
O 0.085 2.007 -3.239 -0.827 -0.011 -0.428
H -2.495 3.351 -6.628 -0.066 -0.399 0.608
H -5.149 -0.106 -4.555 1.115 -0.318 0.159
H -4.507 -1.861 -2.870 -0.012 0.361 -0.052
H -2.609 -1.362 -1.362 0.168 -0.318 0.045
C 4.348 0.991 0.523 -1.754 1.082 0.329
C 3.437 2.209 0.618 -1.530 0.868 0.447
C 3.817 3.378 1.307 0.766 -1.808 -1.042
C 2.917 4.434 1.402 0.472 1.036 0.959
C 1.648 4.329 0.910 -0.772 -0.385 -0.457
C 1.246 3.116 0.261 0.465 -0.290 -0.042
N 2.168 2.099 0.111 0.688 0.341 0.143
N 0.020 2.904 -0.248 0.089 -0.866 -0.097
Si -1.383 3.924 0.009 0.582 0.126 -0.579
C -2.924 3.030 -0.661 -0.716 0.965 1.059
C -1.563 4.471 1.837 0.245 -0.798 -0.233
C -1.183 5.478 -1.080 0.532 0.162 1.393
H 4.125 0.318 1.349 0.034 -0.149 -0.066
H 5.336 1.340 0.591 1.464 0.139 0.064
H 4.165 0.517 -0.417 0.020 -0.589 -0.602
H 4.863 3.408 1.637 -0.571 0.343 0.140
H 3.284 5.333 1.949 -0.591 -0.555 -0.624
H 0.861 5.088 0.914 0.789 0.086 0.375
H -3.735 3.040 0.144 0.988 -0.289 -1.081
H -2.613 2.025 -0.909 -0.312 -0.388 -0.049
H -3.346 3.541 -1.555 0.375 -0.394 0.509
H -1.187 5.503 1.821 0.228 -0.307 0.571
H -1.048 3.772 2.602 -0.923 1.387 -1.192
H -2.648 4.569 1.990 0.259 -0.244 0.406
H -1.149 5.137 -2.098 -0.188 0.057 -0.643
H -0.237 6.013 -0.872 -0.223 -0.349 -0.107
H -1.960 6.222 -0.887 -0.239 -0.149 -0.343
Br 6.219 2.803 -3.388 -0.036 -0.598 -0.117
C 4.967 1.362 -3.366 -1.500 1.115 -0.609
C 5.237 0.052 -3.676 -0.910 -0.870 0.506
C 4.165 -0.887 -3.523 0.648 1.086 -0.415
C 2.883 -0.379 -3.331 0.213 -1.557 0.379
N 2.610 0.914 -3.043 0.946 -0.796 -1.239
C 3.613 1.773 -3.143 0.970 -0.430 0.606
H 6.192 -0.281 -4.060 0.199 0.055 0.444
H 4.380 -1.967 -3.536 -0.387 0.671 -0.426
H 2.059 -1.149 -3.412 0.637 1.294 0.540
H 3.384 2.827 -3.022 0.005 -0.114 0.242
C -2.041 -1.224 3.211 -1.654 0.011 1.733
Si -0.912 -2.610 2.766 0.305 0.110 -0.430
C 0.792 -2.311 3.604 -0.447 -0.250 -0.656
C 0.554 -2.290 5.138 0.728 -0.951 0.480
C 1.942 -3.317 3.249 0.733 0.697 -0.479
C 1.193 -0.892 3.145 0.752 0.099 -1.082
C -1.731 -4.322 2.810 1.037 -0.273 -0.211
C -3.082 -4.129 2.111 -1.582 0.241 -0.391
C -0.841 -5.419 2.083 -0.374 1.378 -0.511
C -1.964 -4.851 4.232 -0.089 0.419 0.854
H -2.880 -1.658 3.842 0.717 0.479 -0.620
H -2.534 -0.702 2.379 0.327 -0.296 0.080
H -1.598 -0.471 3.875 0.076 -0.116 -0.315
H 0.237 -3.284 5.535 0.081 0.664 -0.412
H -0.170 -1.539 5.507 0.453 -0.228 -0.354
H 1.552 -2.147 5.619 -0.682 0.337 -0.175
H 1.787 -4.337 3.629 -0.185 0.305 -0.116
H 2.876 -2.919 3.766 -0.920 -0.515 -0.699
H 2.170 -3.388 2.120 -0.433 0.241 1.721
H 0.593 -0.106 3.583 -0.281 0.090 0.147
H 1.177 -0.747 2.028 -0.059 -0.237 1.117
H 2.231 -0.684 3.435 -0.064 -0.074 0.133
H -3.126 -3.944 1.015 0.687 -0.819 0.471
H -3.551 -3.197 2.422 0.003 0.179 0.540
H -3.874 -4.877 2.395 1.007 0.182 -0.405
H -0.345 -4.981 1.181 -0.064 -0.464 0.760
H -1.543 -6.148 1.689 0.041 -0.403 0.069
H -0.122 -5.902 2.765 -0.211 0.352 -0.401
H -2.964 -4.599 4.582 -0.047 0.186 0.111
H -1.256 -4.540 5.050 -0.485 -0.287 -1.067
H -1.943 -5.927 4.158 -0.002 -0.499 0.280
O -0.951 -2.340 1.028 2.165 0.595 -0.925
N 0.318 -2.193 0.419 -1.483 -2.470 -0.290
C 0.363 -2.979 -0.626 -1.147 0.398 -0.177
C -0.796 -3.639 -1.231 -2.604 -2.183 0.394
N -1.724 -4.303 -1.535 2.853 2.227 0.602
C 1.591 -3.251 -1.297 4.968 1.297 -0.817
N 2.722 -3.247 -1.659 -4.143 -0.442 0.994
```
Positions in Å, forces in eV/Å.

HOMO-LUMO gap ... 5.30 eV
F_max ... 5.2 eV Å⁻¹
Lowest unoccupied orbital energy ... -1.80 eV
E_tot ... -6160.0862 Eh
ΔE to the lowest compared entry with this formula, charge and spin ... 0.0 kJ/mol

Here are the Mulliken charges for atoms 1 to 5, given in e: 0.945, -0.204, -0.085, -0.286, 0.735



# 4
CH7NO2 | ωB97M-V with the def2-TZVPD basis set

The geometry in XYZ format:
```
11
Properties=species:S:1:pos:R:3:forces:R:3
C 0.319 0.130 -0.573 -1.638 -0.274 -0.506
N -0.992 0.741 -0.620 1.004 -0.817 0.143
H 1.083 0.529 -1.245 0.166 0.609 0.551
H 0.718 0.026 0.446 0.500 0.731 0.435
H -1.676 0.052 -0.044 -0.415 -0.475 0.406
H -1.041 1.661 -0.195 0.394 0.153 -0.204
H -2.840 -1.240 1.065 -0.309 -0.006 -0.216
O -2.010 -0.765 1.059 0.304 0.276 -0.076
H 0.258 -0.927 -0.806 -0.525 -0.230 -0.402
H 3.558 -0.171 0.568 -0.287 -0.125 0.372
O 2.623 -0.036 0.345 0.805 0.159 -0.503
```
Positions in Å, forces in eV/Å.

HOMO-LUMO gap (spin up / spin down) ... 9.28 / 4.63 eV
F_max ... 1.7 eV Å⁻¹
Lowest unoccupied orbital energy (spin up / spin down) ... 4.57 / 1.71 eV
E_tot ... -247.4003 Eh
ΔE to the lowest compared entry with this formula, charge and spin ... 127.2 kJ/mol
Multiplicity ... 2
Net charge ... -1

Here are the natural (NBO) charges for atoms 1 to 5, given in e: -0.446, -0.631, 0.222, 0.295, 0.436